Density functional theory data (ωB97M-V/def2-TZVPD) for an isolated ion of composition C4H6NO3 and charge -1 in a non-equilibrium geometry.

ORCA input file:
```
! RIJCOSX wB97M-V def2-TZVPD def2/J DEFGRID3
* xyz -1 1
C -1.5014 0.3464 0.0178
C 0.7663 1.1537 -0.9894
C 1.0160 0.8098 0.5118
C -0.0551 0.0492 -0.2855
N -0.1345 -2.3267 0.2558
O -1.7080 1.5389 0.3337
O -2.2582 -0.6212 0.0532
O 0.4841 -1.3859 -0.5430
H 0.2112 2.1129 -1.0300
H 1.5683 0.7120 -1.6858
H 1.9237 0.1261 0.7998
H 0.6541 1.5860 1.1196
H -1.0697 -2.0678 0.1880
H 0.1032 -2.0334 1.2542
*
```

Electronic energy in hartree: -436.44603
LUMO energy in eV: 4.186
Highest occupied orbital energy in eV: -4.581
SMILES: NOC1(C(=O)[O-])CC1
ΔE to the lowest compared entry with this formula, charge and spin in eV: 4.168